1.
89
Properties=species:S:1:pos:R:3:mulliken_charge:R:1 method="wB97M-V/def2-TZVPD" total_charge=-1 e_tot_ha=-3626.1298 gap_ha=0.236 lumo_ev=1.883 e_above_lowest_kcal_mol=18.09 multiplicity=1
Na 1.39 -0.08 0.55 1.154
N 5.15 -1.65 -0.74 -0.424
C 4.25 -1.41 0.26 0.438
S 4.41 0.00 1.13 -0.500
N 3.40 -2.40 0.51 -1.918
N 2.27 -2.09 1.10 1.544
C 1.58 -3.01 1.69 -1.741
C 0.31 -2.67 2.25 1.566
C -0.44 -3.61 2.98 -1.152
C -1.65 -3.23 3.52 -0.766
C -2.10 -1.93 3.32 -1.110
C -1.29 -1.07 2.59 -0.922
N -0.13 -1.41 2.08 1.403
H 5.98 -1.08 -0.73 0.210
H 5.24 -2.59 -1.09 0.238
H 1.94 -4.04 1.80 0.152
H -0.06 -4.61 3.12 0.523
H -2.24 -3.93 4.10 0.431
H -3.04 -1.60 3.72 0.557
H -1.59 -0.05 2.41 0.520
N -3.17 -1.49 -0.01 0.230
C -3.09 -0.12 -0.09 0.581
C -4.25 0.62 0.22 -1.045
C -4.19 2.00 0.18 -0.619
C -2.99 2.60 -0.17 -1.578
C -1.92 1.78 -0.48 -0.573
N -1.96 0.46 -0.45 0.779
C -2.21 -2.46 -0.20 0.456
C -2.53 -3.77 0.19 -0.833
C -1.60 -4.77 0.01 -0.716
C -0.38 -4.44 -0.57 -1.053
C -0.17 -3.12 -0.94 -0.287
N -1.05 -2.15 -0.76 0.532
H -4.05 -1.84 0.34 0.207
H -5.16 0.11 0.49 0.430
H -5.05 2.59 0.43 0.409
H -2.89 3.68 -0.21 0.615
H -0.98 2.21 -0.79 0.866
H -3.49 -3.98 0.64 0.399
H -1.83 -5.78 0.30 0.397
H 0.38 -5.18 -0.74 0.481
H 0.76 -2.82 -1.41 0.327
O 0.57 5.83 0.41 -0.596
C 0.51 5.53 1.69 0.469
O 0.33 6.37 2.54 -0.676
C 0.69 4.10 2.06 -0.499
C 0.59 3.60 3.35 0.338
Cl 0.29 4.46 4.78 -0.164
N 0.84 2.26 3.30 0.223
N 1.08 1.89 2.05 0.103
C 1.00 2.95 1.28 0.237
C 1.25 2.77 -0.19 0.388
O 1.05 3.74 -0.94 -0.880
O 1.62 1.63 -0.53 -0.569
C 0.90 1.29 4.31 0.473
C 1.77 0.22 4.12 0.075
C 1.83 -0.79 5.07 -0.494
C 1.06 -0.71 6.22 -0.556
C 0.22 0.36 6.41 -0.801
C 0.12 1.36 5.46 -0.551
H 0.76 5.01 -0.20 0.454
H 2.38 0.18 3.24 0.194
H 2.49 -1.62 4.90 0.446
H 1.13 -1.49 6.97 0.396
H -0.38 0.43 7.31 0.361
H -0.57 2.18 5.61 0.401
Te 1.03 0.02 -2.49 0.520
C 0.70 -1.04 -4.36 0.022
C 1.80 -1.35 -5.14 -0.300
C 1.67 -1.98 -6.37 -0.610
C 0.41 -2.31 -6.83 -0.399
C -0.70 -2.03 -6.06 -0.597
C -0.56 -1.40 -4.83 -0.177
C 0.44 1.85 -3.40 0.193
C -0.90 2.18 -3.53 -0.099
C -1.27 3.43 -4.00 -0.602
C -0.30 4.36 -4.35 -0.519
C 1.04 4.02 -4.24 -0.549
C 1.40 2.77 -3.77 -0.516
H 2.79 -1.08 -4.78 0.336
H 2.54 -2.20 -6.97 0.388
H 0.30 -2.79 -7.80 0.350
H -1.69 -2.30 -6.42 0.383
H -1.43 -1.19 -4.23 0.287
H -1.66 1.48 -3.23 0.341
H -2.32 3.69 -4.08 0.405
H -0.59 5.34 -4.70 0.372
H 1.80 4.74 -4.51 0.398
H 2.44 2.52 -3.66 0.390

=====

2.
91
Properties=species:S:1:pos:R:3:mulliken_charge:R:1 method="wB97M-V/def2-TZVPD" total_charge=0 e_tot_ha=-4055.0070 gap_ha=0.269 lumo_ev=-0.637 e_above_lowest_kcal_mol=3.30 multiplicity=1
Sc -0.26 0.10 0.04 -0.189
C -3.70 -2.32 -1.87 -0.851
C -3.59 -0.91 -2.35 0.750
N -4.62 -0.36 -2.96 -0.704
C -4.56 0.93 -3.33 -1.146
C -3.44 1.71 -3.17 0.526
C -3.50 3.19 -3.43 -0.857
O -3.23 3.92 -2.24 -0.526
C -2.29 1.12 -2.59 0.434
C -1.06 1.88 -2.50 -0.479
N -0.01 1.60 -1.82 1.027
C 0.94 2.68 -1.81 -0.590
C 0.51 3.92 -1.36 0.049
C 1.37 5.00 -1.31 -0.872
C 2.69 4.86 -1.72 -0.721
C 3.13 3.63 -2.17 -0.305
C 2.27 2.55 -2.22 0.063
I 3.00 0.77 -3.01 0.050
C -2.40 -0.17 -2.09 -0.113
O -1.45 -0.72 -1.38 0.269
H -4.52 -2.82 -2.38 0.484
H -3.88 -2.34 -0.79 -0.015
H -2.77 -2.87 -2.05 0.211
H -5.46 1.35 -3.75 0.356
H -4.49 3.44 -3.83 0.348
H -2.76 3.52 -4.17 0.414
H -3.59 3.42 -1.50 0.391
H -1.05 2.80 -3.09 0.559
H -0.51 4.02 -1.01 0.504
H 1.02 5.95 -0.94 0.406
H 3.38 5.69 -1.67 0.385
H 4.16 3.51 -2.50 0.395
C -2.96 5.19 6.06 -1.568
C -2.83 4.32 4.84 1.049
C -1.95 3.24 4.83 -1.017
C -1.84 2.42 3.72 -0.218
C -2.62 2.68 2.61 -0.040
C -3.51 3.75 2.60 -0.936
C -3.60 4.56 3.71 -0.837
S -2.47 1.71 1.14 1.566
O -1.27 2.15 0.42 -0.301
O -3.72 1.87 0.44 -0.894
N -2.04 0.23 1.47 1.352
C -2.92 -0.74 1.95 0.041
C -4.08 -0.49 2.63 -0.597
C -4.90 -1.55 3.07 -0.980
C -4.57 -2.85 2.83 -0.967
C -3.38 -3.14 2.11 1.499
C -2.98 -4.46 1.79 -1.063
C -1.85 -4.66 1.06 -1.102
C -1.09 -3.54 0.67 -0.259
N -1.41 -2.30 0.96 1.017
C -2.55 -2.09 1.68 -1.231
H -2.02 5.22 6.62 0.385
H -3.73 4.81 6.73 0.280
H -3.23 6.21 5.79 0.389
H -1.33 3.04 5.70 0.388
H -1.15 1.60 3.72 0.068
H -4.12 3.93 1.72 0.488
H -4.29 5.40 3.70 0.389
H -4.39 0.53 2.83 0.590
H -5.81 -1.32 3.60 0.425
H -5.20 -3.67 3.16 0.416
H -3.60 -5.29 2.11 0.430
H -1.52 -5.65 0.78 0.487
H -0.19 -3.69 0.09 0.304
C 1.84 -3.02 -2.54 -0.939
C 2.82 -3.56 -1.72 -0.890
C 2.92 -3.13 -0.41 -0.759
C 2.03 -2.17 0.05 0.634
N 1.11 -1.62 -0.75 1.315
C 1.02 -2.05 -2.01 -0.657
C 1.99 -1.74 1.47 0.172
C 2.89 -2.18 2.43 -0.709
C 2.72 -1.78 3.75 -1.027
C 1.64 -0.98 4.07 -0.936
C 0.80 -0.58 3.05 0.552
N 0.96 -0.94 1.79 1.409
H 1.72 -3.33 -3.57 0.498
H 3.50 -4.32 -2.10 0.471
H 3.66 -3.56 0.25 0.463
H 0.24 -1.57 -2.60 0.574
H 3.72 -2.81 2.16 0.463
H 3.42 -2.11 4.50 0.439
H 1.47 -0.65 5.08 0.517
H -0.04 0.07 3.25 -0.566
F 1.41 1.29 0.60 0.187
B 2.07 2.09 1.71 -0.187
F 1.10 2.22 2.69 -0.210
F 3.12 1.29 2.13 -0.326
F 2.47 3.28 1.17 -0.300